Formula: C4H14NOS
Source: the Open Molecules 2025 dataset
Level of theory: ωB97M-V/def2-TZVPD

Its charge is +1. For the electronic energy, the calculation gives -688.730962 a.u. As for the energy above the lowest of the compared OMol25 structures with the same formula, charge and spin: 0.864 eV. The value obtained for the LUMO energy is -3.333 eV. For the frontier orbital gap, the calculation gives 9.53 eV. As for the HOMO energy: -12.86 eV.

```
21
Properties=species:S:1:pos:R:3:forces:R:3
C 1.409 -1.532 -0.696 0.52 0.21 0.24
C 0.081 -0.837 -0.602 -0.84 0.96 -0.18
C 0.001 0.397 -1.508 -0.52 -0.11 -1.22
C -1.144 1.389 -1.271 -1.02 -2.31 0.92
S -2.790 0.466 -1.223 -0.15 -0.49 -0.37
N -0.251 -0.411 0.809 1.56 -0.40 1.41
H 2.221 -0.913 -0.297 -0.15 0.13 -0.09
H 1.475 -2.476 -0.167 -0.26 -0.27 -0.05
H 1.630 -1.682 -1.752 -0.02 -0.18 0.07
H -0.774 -1.446 -0.870 0.09 -0.40 -0.11
H -0.205 -0.041 -2.489 0.09 -0.07 -0.09
H 0.926 0.948 -1.698 0.20 -0.10 0.67
H -1.043 1.848 -0.294 -0.01 1.16 -0.56
H -1.381 1.904 -2.187 0.69 1.24 0.32
H -3.295 0.489 0.025 0.52 0.40 0.12
H 0.540 0.115 1.202 -0.12 0.74 0.00
H -1.121 0.100 0.950 -0.05 0.05 -0.46
H -0.248 -1.173 1.493 -0.38 -0.46 -0.43
H 2.085 1.185 3.548 0.00 0.02 0.09
H 0.618 0.804 3.872 0.33 0.14 0.04
O 1.266 0.866 3.158 -0.46 -0.27 -0.32
```
Forces are in eV/Å.